A structure of composition C22H34ClF5N3O4Pm at a distorted geometry. Source: the OMol25 dataset; level of theory: ωB97M-V/def2-TZVPD.

The geometry in ORCA input format:
```
! wB97M-V def2-TZVPD RIJCOSX def2/J DEFGRID3
* xyz 0 5
O -1.53817 -0.09513 -0.03430
C -2.08010 -0.65614 -1.09528
C -2.53824 -2.05246 -0.70326
C -1.97365 -2.70638 0.37902
H -1.22516 -2.20107 0.97177
C -2.38453 -3.99942 0.70247
H -1.92837 -4.51010 1.54841
C -3.37055 -4.62634 -0.05195
H -3.69407 -5.63414 0.19708
C -3.94587 -3.94999 -1.13076
H -4.72370 -4.42744 -1.72059
C -3.52797 -2.66559 -1.45243
H -3.96490 -2.13352 -2.29652
H -2.95873 -0.05321 -1.33126
C -1.10317 0.75297 -2.95044
C -1.22075 -0.62213 -2.36062
H -0.83404 0.72104 -4.00703
H -0.32483 1.35450 -2.43482
H -2.03254 1.28217 -2.80394
C -0.55054 -1.74550 -2.78029
C 0.41753 -1.82612 -3.93228
H -0.69566 -2.66816 -2.21535
H 0.06501 -2.52521 -4.67480
H 1.40420 -2.17473 -3.58897
H 0.56438 -0.85014 -4.40428
Pm 0.57279 0.38558 0.15375
Cl 1.32508 -0.25972 -2.12125
C 3.41983 0.72648 -0.04438
O 2.44477 1.36365 0.42655
N 4.62745 1.16519 0.19332
C 4.85982 2.54332 0.58796
C 5.76650 0.28009 0.07167
H 3.31023 -0.19591 -0.64745
H 3.90455 3.04534 0.72290
H 5.44664 3.05476 -0.18838
H 5.43344 2.56438 1.52162
H 5.41483 -0.74396 -0.06195
H 6.37450 0.33541 0.98064
H 6.37632 0.56842 -0.78769
H -2.79125 -0.95507 4.35240
H -0.21478 -0.58732 5.15987
C -2.30172 -1.02131 3.37530
C 0.03069 -0.56806 4.09158
N -1.14154 -0.14923 3.33820
H -3.00680 -0.73182 2.58928
C -1.11058 0.88855 2.51527
O -0.04905 1.34763 2.02615
H 0.85769 0.11050 3.89383
H -2.07155 1.36686 2.31079
H -1.97533 -2.05629 3.20705
H 0.30874 -1.57565 3.77077
H 0.01132 5.66198 -1.31396
H -2.29252 5.81019 0.15384
C -0.55343 4.84708 -1.78297
C -2.56587 4.86007 -0.31910
N -1.38228 4.18017 -0.78763
H 0.13389 4.13007 -2.22802
C -1.09441 2.95642 -0.37914
O -0.01024 2.41670 -0.72081
H -3.07502 4.21997 0.41011
H -1.85434 2.44498 0.23566
H -1.19797 5.26454 -2.56466
H -3.23837 5.06379 -1.16096
F 1.50556 -2.72322 -0.00349
C 1.39567 -1.89808 1.10160
F 0.49354 -2.57404 1.96049
C 2.69177 -1.89217 1.85460
F 3.74108 -1.77726 0.99462
F 2.76415 -0.85246 2.74802
F 2.88061 -3.02833 2.53441
*
```

Values from the calculation:
**ΔE to the lowest compared entry with this formula, charge and spin**: 0.00 kcal per mole
**Expectation value of S²**: 6.005
**M**: 680.0 u
**Kohn-Sham gap (alpha / beta)**: 6.79 / 6.80 eV

A cluster of 5 separate species, C22H34IN2O12 in total at a distorted geometry. Source: the OMol25 dataset; level of theory: ωB97M-V/def2-TZVPD.

The geometry in ORCA input format:
```
! wB97M-V def2-TZVPD RIJCOSX def2/J DEFGRID3
* xyz 1 1
C 1.51366 1.65726 -1.00724
C 0.48643 2.13171 -0.62496
C -0.72933 2.77389 -0.08064
C -1.41849 3.54613 -1.26482
N -2.86676 3.52125 -1.27168
C -3.46592 2.21275 -0.99730
C -2.48786 1.15191 -0.43205
N -1.64166 1.80384 0.61092
I -0.66585 0.43564 1.84407
H 2.57172 1.51524 -1.28165
H -0.36280 3.47536 0.68118
H -1.00140 3.19173 -2.21566
H -1.08358 4.58690 -1.17765
H -3.27328 4.26514 -0.72517
H -4.27993 2.35206 -0.26911
H -3.92643 1.77889 -1.89649
H -1.89759 0.72904 -1.25276
H -3.04014 0.33147 0.04013
H -2.27140 2.35461 1.19984
C 6.01364 1.48259 2.10383
C 6.30871 2.01006 0.72079
C 5.82910 3.41818 0.48518
O 5.59756 3.42271 -0.92958
C 5.29250 2.15289 -1.28382
O 4.83329 1.83933 -2.33955
O 5.57154 1.28530 -0.28178
H 6.36563 0.45571 2.20303
H 6.49809 2.09272 2.86604
H 4.93822 1.46717 2.29124
H 7.37370 1.90768 0.49675
H 6.56708 4.16809 0.76063
H 4.88571 3.64191 0.99048
C -3.54224 -3.01010 2.49998
C -3.73874 -2.62696 3.94910
C -2.48282 -2.69139 4.78156
O -2.99489 -2.95897 6.08719
C -4.16874 -3.63250 5.91969
O -4.74878 -4.19602 6.78380
O -4.57920 -3.57126 4.62276
H -4.48387 -2.96376 1.96241
H -2.82793 -2.34486 2.00902
H -3.18466 -4.03754 2.41426
H -4.21256 -1.64160 4.01861
H -1.92029 -1.75768 4.77127
H -1.82024 -3.51260 4.49444
C -9.72243 -4.27986 0.11054
C -8.32597 -4.69033 0.51006
C -7.95427 -4.30944 1.91917
O -6.53083 -4.16619 1.82306
C -6.25565 -3.80987 0.54578
O -5.19667 -3.39907 0.17699
O -7.33463 -3.97530 -0.25155
H -9.92198 -4.56420 -0.92269
H -10.46663 -4.75131 0.75238
H -9.83913 -3.19635 0.16766
H -8.18081 -5.75931 0.33332
H -8.21987 -5.07129 2.64834
H -8.37773 -3.35189 2.23220
C 6.50018 1.64414 -5.41487
C 7.88990 1.18399 -5.05201
C 8.31664 1.57658 -3.66136
O 9.73762 1.65932 -3.79176
C 9.99750 1.98156 -5.09095
O 11.05126 2.34048 -5.49525
O 8.88086 1.84042 -5.85531
H 6.25359 1.35058 -6.43592
H 5.75972 1.21655 -4.73893
H 6.42812 2.73228 -5.37628
H 7.98622 0.10582 -5.21005
H 8.03840 0.83803 -2.91078
H 7.93830 2.55751 -3.35803
*
```

Values from the calculation:
**ΔE to the lowest compared entry with this formula, charge and spin**: 0.00 kcal per mole
**M**: 645.4 u
**Kohn-Sham gap**: 6.64 eV